No. 1
{
  "formula": "C27H32N8O5RhS",
  "method": "wB97M-V/def2-TZVPD",
  "symbols": ["Rh", "N", "C", "C", "C", "C", "C", "N", "C", "C", "C", "C", "C", "N", "H", "H", "H", "H", "H", "H", "H", "H", "H", "O", "C", "O", "C", "C", "C", "C", "C", "N", "H", "H", "H", "H", "N", "C", "C", "C", "C", "C", "C", "S", "O", "O", "O", "H", "H", "H", "H", "H", "H", "C", "N", "C", "C", "N", "N", "C", "C", "H", "H", "H", "H", "H", "H", "H", "H", "H", "H", "H", "H", "H"],
  "coordinates": [[0.354869, -0.406234, -0.750735], [1.519382, 1.151594, 2.222309], [2.434179, 0.216640, 1.742217], [3.628752, 0.094218, 2.458020], [4.550942, -0.846600, 2.069040], [4.270363, -1.657824, 0.974071], [3.081510, -1.462505, 0.319055], [2.167458, -0.537515, 0.684804], [0.352719, 1.704144, 1.731345], [-0.309945, 2.607084, 2.578034], [-1.428882, 3.258164, 2.134556], [-1.901073, 2.994818, 0.847612], [-1.212797, 2.086150, 0.094388], [-0.096853, 1.434933, 0.506083], [1.817428, 1.580243, 3.080588], [3.817011, 0.741303, 3.306459], [5.482241, -0.950115, 2.610365], [4.964348, -2.412725, 0.629946], [2.828993, -2.052284, -0.547139], [0.089273, 2.799299, 3.565637], [-1.934570, 3.968943, 2.775827], [-2.770766, 3.497514, 0.446366], [-1.545757, 1.852935, -0.906993], [2.918288, -1.592023, -3.967079], [2.037118, -1.432821, -3.150558], [2.028577, -0.575033, -2.169806], [0.797438, -2.302239, -3.238772], [0.594022, -3.130755, -4.329639], [-0.522898, -3.948011, -4.342743], [-1.382281, -3.925583, -3.251513], [-1.106948, -3.065254, -2.205191], [-0.046367, -2.250468, -2.202335], [1.323127, -3.115921, -5.127959], [-0.716962, -4.603446, -5.183644], [-2.252424, -4.567440, -3.206434], [-1.744062, -3.029871, -1.329558], [0.059443, 1.236025, -2.930077], [0.422462, 2.492081, -2.509017], [1.638832, 2.615858, -1.779285], [1.890245, 3.769375, -1.112606], [0.902346, 4.795582, -1.125340], [-0.207436, 4.751585, -2.007838], [-0.463394, 3.587023, -2.666963], [1.053022, 6.099552, 0.067695], [-0.203551, 6.798180, 0.078977], [1.460094, 5.466042, 1.298328], [2.138370, 6.752164, -0.674486], [-0.708869, 1.203277, -3.587880], [0.851094, 0.657453, -3.210425], [2.311862, 1.765514, -1.723659], [2.766693, 3.889593, -0.487596], [-0.881848, 5.596909, -2.061109], [-1.367895, 3.473364, -3.256716], [-2.943775, -0.890791, -0.138397], [-2.687622, -1.458740, 1.176485], [-3.278794, -0.712142, 2.295909], [-1.512000, -2.139983, 1.415614], [-0.439751, -1.930218, 0.712699], [-1.549944, -3.017462, 2.464504], [-2.758118, -3.772167, 2.806295], [-0.311324, -3.604640, 2.942899], [-3.642335, -0.064624, -0.030870], [-3.385680, -1.626304, -0.812949], [-2.049722, -0.501636, -0.617456], [-2.883873, 0.309074, 2.338009], [-3.059637, -1.202350, 3.238367], [-4.360767, -0.664072, 2.178241], [0.288548, -2.598872, 0.915870], [-3.598104, -3.426066, 2.215728], [-2.996308, -3.660063, 3.864927], [-2.601882, -4.833179, 2.600800], [0.056922, -4.395768, 2.280225], [-0.490608, -4.042136, 3.922169], [0.457829, -2.840727, 3.052294]],
  "forces_ev_per_angstrom": [[0.28, -0.48, 0.22], [-0.02, -0.15, -0.14], [-0.22, 0.13, -0.02], [0.16, 0.00, 0.14], [0.02, 0.04, 0.07], [0.04, -0.07, -0.01], [-0.08, 0.10, 0.09], [0.09, -0.14, -0.20], [0.16, 0.03, -0.09], [0.03, 0.06, 0.05], [-0.03, 0.04, 0.09], [-0.03, 0.07, 0.00], [0.05, -0.07, 0.06], [-0.37, -0.24, -0.09], [0.03, 0.05, 0.09], [0.00, -0.02, -0.05], [-0.02, 0.01, 0.00], [-0.05, 0.05, 0.02], [-0.03, 0.01, -0.06], [0.00, 0.02, -0.03], [0.05, 0.00, -0.04], [0.05, -0.03, 0.01], [0.00, -0.08, 0.02], [0.01, 0.14, 0.05], [-0.01, 0.09, 0.19], [-0.05, -0.05, -0.25], [-0.07, -0.05, 0.17], [0.02, -0.05, -0.01], [-0.02, -0.03, -0.02], [0.02, -0.04, -0.03], [0.07, 0.06, 0.06], [-0.13, 0.13, -0.11], [-0.01, -0.02, 0.02], [0.01, 0.03, 0.06], [0.03, 0.03, -0.01], [0.08, 0.02, -0.07], [0.14, 0.40, -0.67], [-0.04, -0.15, 0.18], [-0.02, -0.02, -0.29], [-0.36, 0.30, 0.08], [0.15, 0.12, 0.10], [0.28, 0.01, 0.22], [0.08, -0.19, -0.01], [-0.30, -0.20, 0.08], [0.01, -0.06, 0.03], [0.00, -0.04, 0.01], [0.16, 0.06, -0.18], [-0.03, 0.00, 0.02], [-0.09, -0.09, 0.27], [-0.07, 0.03, -0.07], [-0.05, 0.07, -0.06], [0.10, 0.03, 0.07], [0.11, -0.04, -0.02], [-0.17, -0.15, 0.18], [-0.07, 0.24, 0.05], [-0.01, -0.09, -0.11], [-0.03, -0.10, 0.26], [-0.19, 0.08, -0.07], [-0.03, 0.00, -0.08], [0.14, 0.12, -0.02], [-0.03, 0.03, -0.01], [-0.03, 0.00, -0.01], [-0.02, 0.01, 0.04], [0.20, 0.12, -0.10], [0.01, 0.00, -0.03], [0.02, -0.03, 0.01], [0.00, -0.02, -0.01], [0.07, -0.09, 0.01], [-0.03, 0.04, -0.04], [0.02, 0.02, 0.00], [0.02, -0.01, -0.02], [0.01, -0.02, 0.00], [-0.01, -0.01, 0.02], [0.01, 0.02, -0.01]],
  "total_charge": 1,
  "spin_multiplicity": 5,
  "lumo_ha": [-0.0915, -0.2067]
}

No. 2
{
  "formula": "C27H32NO2",
  "method": "wB97M-V/def2-TZVPD",
  "symbols": ["C", "C", "C", "N", "C", "C", "C", "C", "C", "C", "C", "H", "H", "H", "H", "H", "H", "H", "H", "H", "H", "H", "H", "H", "H", "H", "H", "H", "C", "C", "C", "C", "O", "C", "C", "C", "C", "C", "C", "C", "C", "O", "C", "C", "C", "C", "C", "H", "H", "H", "H", "H", "H", "H", "H", "H", "H", "H", "H", "H", "H", "H"],
  "coordinates": [[-5.326767, -0.874543, -2.613223], [-4.854028, 0.052283, -1.505739], [-3.336006, 0.182517, -1.590264], [-2.649105, -1.101895, -1.738526], [-1.297781, -1.128248, -1.712619], [-0.376907, -0.142499, -1.368600], [1.009496, -0.553054, -1.738936], [0.877774, -2.076265, -2.011134], [-0.606621, -2.383163, -2.198733], [-3.315034, -2.225089, -2.397371], [-4.818827, -2.250876, -2.219876], [-6.418844, -0.857550, -2.726968], [-4.893938, -0.571371, -3.569817], [-5.324474, 1.032839, -1.575728], [-5.103174, -0.373866, -0.529533], [-3.089027, 0.847164, -2.440092], [-2.953706, 0.678095, -0.686912], [-0.667735, 0.900372, -1.200556], [1.347770, -0.030107, -2.645788], [1.789044, -0.354926, -0.999276], [1.476078, -2.382508, -2.869608], [1.210954, -2.647601, -1.140523], [-0.900018, -3.256112, -1.597157], [-0.825230, -2.618520, -3.254799], [-3.084952, -2.211548, -3.478081], [-2.933320, -3.173937, -2.006964], [-5.056279, -2.459568, -1.170293], [-5.252448, -3.051497, -2.822532], [2.166287, -4.907095, 2.740547], [3.126421, -3.761313, 3.084854], [2.370239, -2.556964, 2.625897], [1.161095, -2.991171, 2.022011], [1.045654, -4.347009, 1.955117], [0.205766, -2.081919, 1.542408], [0.504573, -0.739485, 1.610594], [1.754299, -0.275056, 2.122783], [2.158095, 1.077189, 2.155748], [1.803530, 2.269808, 1.483783], [2.171865, 3.510339, 2.105319], [2.103260, 4.678347, 1.385595], [1.574031, 4.657007, 0.066282], [1.585917, 5.871835, -0.543090], [2.164800, 6.829238, 0.402170], [2.554537, 6.077961, 1.679387], [1.157922, 3.468295, -0.560417], [1.265030, 2.304601, 0.161861], [2.674209, -1.221502, 2.667024], [2.626386, -5.716370, 2.157110], [1.730464, -5.331058, 3.653621], [3.336358, -3.715469, 4.162891], [4.089130, -3.885569, 2.568837], [-0.712505, -2.474928, 1.106261], [-0.221137, 0.000213, 1.283324], [2.945483, 1.260041, 2.890951], [2.549049, 3.513374, 3.130160], [3.012548, 7.306467, -0.094851], [1.393974, 7.583863, 0.597106], [2.054942, 6.500637, 2.561053], [3.636265, 6.132586, 1.864187], [0.785600, 3.517609, -1.585082], [0.987637, 1.370620, -0.315742], [3.611410, -0.893673, 3.121973]],
  "forces_ev_per_angstrom": [[-0.84, -0.17, 0.48], [0.29, 0.08, -0.07], [0.18, 0.39, -0.06], [-0.80, 0.06, 0.46], [1.56, 0.98, 0.05], [-2.06, -0.72, -0.80], [0.29, -0.43, -0.51], [0.36, 0.07, 0.31], [0.28, -0.05, 0.02], [-0.01, -0.70, -0.35], [0.12, 0.25, -0.25], [0.23, 0.04, 0.10], [-0.04, 0.00, -0.06], [0.19, 0.10, 0.04], [-0.21, 0.06, -0.08], [0.07, -0.20, 0.12], [0.01, -0.14, -0.14], [-0.02, -0.50, -0.01], [-0.04, -0.05, 0.06], [0.01, -0.07, 0.22], [0.00, -0.05, 0.12], [0.27, 0.15, -0.08], [0.03, 0.14, -0.27], [-0.18, 0.20, 0.42], [-0.13, 0.00, 0.18], [0.18, 0.29, -0.03], [-0.11, 0.03, -0.14], [0.17, 0.02, -0.03], [-0.29, -0.52, 0.19], [0.51, -0.18, 0.10], [-0.41, 0.22, -0.41], [0.34, -0.47, -0.04], [0.62, 1.54, 0.52], [0.03, -0.53, -0.07], [0.29, 0.26, -0.14], [-0.04, 0.09, -0.26], [-0.04, 0.16, 0.54], [-0.33, 0.23, -0.15], [0.42, 0.17, -0.52], [-0.40, -0.47, -0.39], [0.35, 0.44, -0.22], [0.18, -1.38, 1.06], [-0.28, 0.63, -0.18], [0.10, 0.15, 0.47], [-0.08, 0.79, 0.05], [-0.01, -0.37, 0.23], [-0.21, -0.47, 0.27], [-0.27, 0.38, 0.09], [-0.01, 0.03, -0.33], [-0.07, -0.09, -0.31], [-0.26, 0.16, 0.09], [0.13, 0.34, 0.16], [0.10, -0.23, -0.05], [-0.08, -0.10, -0.05], [0.01, -0.05, -0.31], [-0.16, -0.13, 0.03], [0.19, -0.17, -0.15], [0.10, -0.11, -0.22], [-0.28, -0.11, -0.06], [0.11, -0.21, 0.33], [0.19, 0.24, 0.24], [-0.26, 0.02, -0.20]],
  "total_charge": 1,
  "lumo_ha": -0.1753
}

No. 3
{
  "formula": "C27H33AsBrN8O8S2Ti",
  "method": "wB97M-V/def2-TZVPD",
  "symbols": ["Ti", "C", "C", "N", "C", "C", "N", "C", "C", "N", "H", "H", "H", "H", "H", "H", "H", "H", "H", "H", "H", "H", "H", "H", "H", "N", "C", "C", "C", "C", "C", "C", "S", "O", "O", "N", "C", "N", "C", "C", "C", "N", "H", "H", "H", "H", "H", "H", "H", "H", "H", "O", "As", "O", "O", "C", "C", "C", "C", "C", "C", "S", "O", "O", "O", "H", "H", "H", "H", "H", "Br", "C", "C", "C", "C", "C", "N", "H", "H", "H", "H"],
  "coordinates": [[-1.066130, 1.205407, -0.262352], [-3.908948, 1.858207, 1.739273], [-3.872131, 2.544233, 0.364156], [-2.495135, 2.952849, 0.038408], [-1.967044, 3.973901, 0.976474], [-0.539145, 3.711452, 1.467358], [-0.165911, 2.283391, 1.568802], [-0.405646, 1.689263, 2.886356], [-1.894475, 1.673123, 3.187693], [-2.644861, 1.187420, 2.035494], [-4.723242, 1.131410, 1.740429], [-4.143233, 2.585017, 2.520626], [-4.556564, 3.398833, 0.347788], [-4.200400, 1.849575, -0.410169], [-2.469268, 3.330786, -0.904062], [-2.653404, 4.036578, 1.819031], [-1.985936, 4.956290, 0.501633], [-0.413728, 4.198500, 2.441665], [0.164839, 4.168737, 0.781940], [0.833979, 2.250614, 1.363464], [0.125012, 2.238527, 3.673651], [0.001769, 0.677415, 2.859710], [-2.224258, 2.683987, 3.435470], [-2.074514, 1.068079, 4.082925], [-2.824621, 0.188557, 2.122595], [2.426047, -4.412822, 2.787627], [1.203313, -3.888958, 2.390431], [0.464194, -4.501304, 1.377281], [-0.708639, -3.930911, 0.920923], [-1.164144, -2.746752, 1.479877], [-0.457714, -2.150968, 2.512270], [0.720325, -2.709241, 2.962805], [-2.713899, -2.097428, 0.948834], [-3.389940, -3.141747, 0.238002], [-3.364321, -1.534453, 2.119040], [-2.263451, -0.862006, -0.020920], [-3.017367, -0.510980, -1.083285], [-2.420135, 0.508099, -1.748055], [-2.949026, 0.977248, -2.876614], [-4.123842, 0.446210, -3.354440], [-4.729785, -0.527549, -2.554482], [-4.220418, -0.999550, -1.431698], [2.567066, -5.392227, 2.602957], [2.749598, -4.134112, 3.699104], [0.827274, -5.420542, 0.932285], [-1.283678, -4.400489, 0.134588], [-0.853982, -1.262998, 2.986934], [1.281410, -2.232130, 3.757522], [-2.391011, 1.762883, -3.370975], [-4.572465, 0.782789, -4.275977], [-5.697125, -0.931839, -2.837543], [2.232555, 3.098049, 0.057835], [1.516189, 2.991849, -1.597627], [1.775545, 4.393806, -2.363047], [-0.082344, 2.693581, -1.145805], [2.676680, 1.582981, -2.284578], [4.001857, 1.994001, -2.353693], [4.986957, 1.104220, -2.762811], [4.654933, -0.196987, -3.111986], [3.330504, -0.608841, -3.068594], [2.359814, 0.283873, -2.660596], [0.644402, -0.150163, -2.592081], [-0.014820, 0.843121, -3.408057], [0.446087, -1.525410, -2.944335], [0.423073, 0.105052, -1.125269], [2.827505, 3.857637, 0.076429], [4.273196, 3.011134, -2.099707], [6.015776, 1.436234, -2.811274], [5.424670, -0.890642, -3.424908], [3.037781, -1.612719, -3.347093], [2.929791, -0.231718, 1.404419], [3.122696, -1.760647, 0.287630], [4.394250, -2.261700, 0.049063], [4.484763, -3.352213, -0.797240], [3.328415, -3.870915, -1.361864], [2.116059, -3.279587, -1.045477], [2.014565, -2.239347, -0.218112], [5.262551, -1.811137, 0.506769], [5.450308, -3.788358, -1.020408], [3.364479, -4.713470, -2.038991], [1.186478, -3.632052, -1.473441]],
  "forces_ev_per_angstrom": [[0.41, 0.12, 0.25], [-0.03, -0.03, 0.02], [0.01, -0.04, -0.02], [0.19, -0.04, -0.16], [-0.08, 0.00, 0.03], [0.05, 0.01, 0.06], [0.04, -0.04, -0.30], [0.06, -0.03, 0.00], [-0.06, -0.01, 0.09], [0.17, -0.06, -0.35], [0.00, 0.00, 0.01], [0.01, 0.01, 0.00], [0.00, 0.01, 0.01], [0.00, 0.02, 0.00], [0.01, 0.03, 0.03], [0.01, -0.03, 0.01], [0.01, 0.00, -0.01], [0.00, 0.01, 0.00], [-0.01, -0.01, 0.00], [-0.02, -0.02, 0.00], [-0.01, 0.01, 0.00], [-0.02, -0.01, 0.00], [0.01, 0.01, -0.01], [-0.01, -0.02, -0.01], [-0.01, 0.05, 0.09], [0.01, 0.01, -0.02], [-0.03, 0.01, 0.02], [-0.06, 0.00, 0.04], [0.07, -0.02, -0.04], [-0.13, 0.00, 0.03], [-0.06, 0.04, 0.03], [0.06, -0.04, -0.01], [0.28, -0.11, -0.23], [0.00, 0.06, 0.01], [-0.01, 0.02, 0.11], [-0.22, -0.06, -0.09], [0.02, -0.01, 0.05], [-0.06, 0.46, 0.00], [-0.04, -0.16, 0.04], [-0.04, 0.01, -0.03], [0.02, 0.05, -0.04], [0.10, -0.06, 0.02], [-0.01, 0.00, -0.01], [0.00, 0.00, 0.00], [0.00, 0.00, 0.01], [-0.01, -0.01, 0.01], [-0.01, -0.01, 0.01], [0.00, 0.00, 0.01], [-0.02, 0.00, -0.02], [0.01, 0.00, 0.00], [0.01, -0.01, 0.01], [-0.02, 0.02, -0.12], [0.31, 0.00, 0.22], [0.04, 0.12, -0.04], [-0.38, -0.44, -0.09], [0.11, 0.07, 0.02], [0.01, -0.03, -0.02], [-0.01, -0.09, -0.04], [0.04, 0.09, 0.02], [-0.03, -0.02, -0.05], [-0.25, 0.05, 0.02], [0.25, 0.18, -0.15], [-0.05, -0.07, -0.03], [0.13, -0.07, 0.01], [-0.79, 0.01, 0.62], [-0.02, 0.00, -0.02], [-0.03, 0.01, 0.01], [0.01, -0.01, 0.00], [0.00, 0.01, 0.00], [-0.01, 0.01, 0.00], [0.07, 0.13, 0.10], [-0.20, -0.11, -0.16], [0.05, 0.02, 0.02], [0.05, 0.04, 0.04], [-0.08, -0.01, -0.02], [0.08, -0.03, -0.02], [0.13, 0.02, 0.04], [0.00, 0.00, -0.01], [0.01, 0.01, 0.01], [-0.01, 0.00, 0.00], [0.00, 0.00, 0.00]],
  "spin_multiplicity": 2,
  "lumo_ha": [-0.0008, 0.0052]
}

It is found that the ΔE to the lowest compared entry with this formula, charge and spin values, taken in the order of the records, are 27.1, 2.7, 30.2 kcal per mole.